Here is a molecular structure, C38H53N8P2ReS from the OMol25 dataset. Energies are from ωB97M-V/def2-TZVPD.

Structure (XYZ):
```
103
Properties=species:S:1:pos:R:3:forces:R:3
Re -0.3504 0.4247 -0.2869 -0.685 -4.076 -0.234
C 0.9800 -3.5550 1.6268 0.097 -0.004 -0.034
C 1.7457 -2.2380 1.7839 -0.300 -0.105 -0.071
C 2.6084 -2.2890 3.0476 0.018 0.067 -0.072
P 0.7540 -0.6575 1.7005 0.105 0.679 0.011
C -0.3454 -0.4633 3.1958 0.061 -0.129 0.002
C 0.2347 0.2785 4.3968 -0.083 0.037 -0.060
C -0.9593 -1.7982 3.6298 0.063 0.025 -0.032
C 2.1425 0.5493 1.6925 -0.029 -0.172 0.074
C 2.8579 1.0462 2.7772 0.020 0.011 -0.045
C 3.8113 2.0461 2.6273 0.092 0.062 0.085
C 4.5724 2.5925 3.8040 -0.020 -0.013 -0.108
C 4.0286 2.5674 1.3556 -0.062 -0.068 -0.032
C 3.3561 2.0628 0.2592 -0.145 0.046 -0.026
C 2.4355 1.0230 0.4082 0.469 -0.082 0.020
N 1.6821 0.4862 -0.6616 -1.147 0.625 0.346
C 2.2188 0.3747 -1.9506 0.173 -0.017 -0.185
C 3.5842 0.5130 -2.2379 -0.051 -0.051 0.124
C 4.0217 0.6266 -3.5441 -0.046 -0.036 0.041
C 3.1345 0.5578 -4.6152 -0.016 0.017 -0.085
C 3.5956 0.7997 -6.0267 0.040 -0.143 0.073
C 1.8163 0.2172 -4.3343 0.077 0.019 0.020
C 1.3507 0.1000 -3.0281 -0.115 0.090 0.028
P -0.2444 -0.5827 -2.4927 0.104 0.418 -0.334
C 0.0459 -2.4027 -2.7226 0.198 0.081 0.180
C 1.2317 -2.8001 -1.8370 -0.157 0.015 0.004
C 0.3044 -2.8301 -4.1654 -0.147 0.017 0.068
C -1.6647 -0.1034 -3.5870 0.071 -0.135 -0.006
C -1.4038 0.0789 -5.0830 -0.023 0.074 0.093
C -2.8040 -1.0989 -3.3332 0.031 0.047 0.084
H 1.6852 -4.3409 1.3483 0.017 0.011 0.037
H 0.5102 -3.8530 2.5623 -0.017 0.008 -0.009
H 0.2123 -3.5065 0.8632 0.002 -0.085 -0.006
H 2.4117 -2.1263 0.9211 -0.006 0.079 -0.003
H 1.9941 -2.3616 3.9461 0.011 -0.002 -0.003
H 3.2355 -3.1814 3.0030 -0.014 -0.005 0.019
H 3.2639 -1.4261 3.1343 0.030 -0.034 0.032
H -1.1481 0.1535 2.7877 0.002 0.013 -0.034
H 1.0525 -0.2723 4.8643 0.001 0.012 -0.004
H 0.5764 1.2758 4.1258 0.015 0.005 0.055
H -0.5543 0.3881 5.1438 0.008 -0.010 0.005
H -0.2421 -2.4027 4.1867 -0.019 -0.017 -0.016
H -1.8064 -1.6016 4.2893 0.024 0.028 0.014
H -1.3206 -2.3689 2.7770 -0.013 -0.067 0.059
H 2.6709 0.6673 3.7705 0.003 0.009 0.003
H 4.3025 2.0823 4.7272 0.012 0.020 0.010
H 5.6455 2.4789 3.6433 0.004 -0.013 0.065
H 4.3756 3.6594 3.9214 -0.020 -0.012 0.039
H 4.7252 3.3859 1.2227 -0.045 0.030 0.001
H 3.4983 2.5197 -0.7108 0.100 -0.038 0.003
H 4.2992 0.5323 -1.4283 0.020 0.130 -0.031
H 5.0764 0.7895 -3.7335 -0.007 -0.010 0.006
H 4.3513 1.5840 -6.0517 -0.019 0.010 -0.052
H 4.0437 -0.1013 -6.4518 0.001 0.016 -0.012
H 2.7654 1.0931 -6.6675 0.013 0.014 -0.008
H 1.1397 0.0584 -5.1616 0.017 -0.024 0.003
H -0.8536 -2.8857 -2.3371 -0.039 0.013 -0.053
H 2.1729 -2.4565 -2.2694 0.002 -0.007 0.014
H 1.1269 -2.3656 -0.8437 0.097 -0.045 0.023
H 1.2738 -3.8854 -1.7344 0.014 0.005 -0.029
H 1.1031 -2.2369 -4.6113 0.010 -0.052 -0.040
H 0.6274 -3.8728 -4.1678 -0.012 0.002 -0.016
H -0.5858 -2.7589 -4.7883 0.020 -0.002 -0.020
H -1.9790 0.8637 -3.1896 0.013 0.008 0.018
H -0.9287 -0.7914 -5.5319 -0.017 0.021 -0.038
H -2.3611 0.2283 -5.5866 0.012 0.009 -0.006
H -0.7901 0.9586 -5.2745 0.010 -0.026 -0.038
H -2.6084 -2.0586 -3.8143 -0.016 0.015 -0.020
H -2.9436 -1.2801 -2.2669 -0.061 -0.024 -0.011
H -3.7363 -0.7014 -3.7371 0.019 -0.010 -0.042
C -6.3082 -1.5780 0.8988 0.060 0.017 0.010
C -5.2319 -1.4291 1.9681 -0.149 0.023 -0.205
N -3.9346 -1.9370 1.5341 -0.063 -0.148 -0.063
C -3.1081 -1.2494 0.7257 0.045 -0.095 -0.078
S -1.7318 -2.0812 0.0964 1.114 1.423 -0.303
N -3.4311 -0.0254 0.4290 -0.623 0.217 0.533
N -2.5222 0.7255 -0.2107 0.772 0.768 -0.089
C -2.9658 1.8496 -0.6943 -0.473 -0.259 0.193
C -4.3906 2.2877 -0.5627 0.064 -0.004 -0.054
C -1.9921 2.7038 -1.3427 0.213 0.169 -0.089
C -2.3056 3.9612 -1.8479 -0.067 0.018 0.010
C -1.3072 4.7567 -2.3768 0.059 -0.012 -0.013
C -0.0054 4.2761 -2.4078 -0.124 0.021 -0.014
C 0.2333 3.0033 -1.9382 0.125 -0.060 -0.088
N -0.7317 2.2259 -1.4263 0.167 0.003 0.117
H -7.2427 -1.1356 1.2450 -0.007 -0.025 -0.020
H -6.4901 -2.6286 0.6691 -0.011 0.008 0.005
H -6.0028 -1.0722 -0.0177 -0.021 0.014 0.010
H -5.5187 -1.9736 2.8669 0.096 0.015 0.041
H -5.1057 -0.3796 2.2252 0.039 -0.014 0.078
H -3.7769 -2.9301 1.5899 0.055 0.011 0.060
H -4.9127 1.6237 0.1156 -0.030 0.006 -0.011
H -4.8972 2.2649 -1.5308 0.001 0.042 0.006
H -4.4401 3.3045 -0.1711 -0.009 0.008 -0.043
H -3.3246 4.3156 -1.8051 0.008 0.001 0.023
H -1.5363 5.7439 -2.7546 -0.017 0.000 0.020
H 0.8121 4.8706 -2.7879 0.005 -0.019 -0.016
H 1.2264 2.5811 -1.9838 -0.025 -0.024 0.100
N 2.2502 5.6531 1.2970 -0.081 -0.051 0.030
C 1.4842 4.8428 1.6044 0.135 -0.232 -0.255
N 0.6166 3.9382 1.9973 -0.218 0.322 0.361
C 0.1888 2.8768 1.5151 0.062 -0.221 0.073
N -0.2906 1.8344 1.2176 0.131 0.802 -0.175
```
Positions in Å, forces in eV/Å.

Charge   +1
Energy   -3076.90053 Eh
Kohn-Sham gap (spin up / spin down)   0.228 / 0.207 Eh
HOMO level (spin up / spin down)   -9.85 / -10.06 eV
Multiplicity   2

Here are the Mulliken charges for atoms 1 to 99, given in e:
1 Re 0.975
2 C -1.436
3 C 0.622
4 C -1.238
5 P 0.759
6 C 1.640
7 C -1.715
8 C -1.587
9 C -0.928
10 C -0.191
11 C 0.505
12 C -1.731
13 C -1.390
14 C -0.596
15 C -0.306
16 N 1.349
17 C -0.318
18 C -0.347
19 C -1.133
20 C 0.295
21 C -1.728
22 C -0.975
23 C 0.137
24 P 0.857
25 C 0.747
26 C -1.579
27 C -1.335
28 C 1.256
29 C -1.718
30 C -1.670
31 H 0.460
32 H 0.377
33 H 0.209
34 H 0.569
35 H 0.182
36 H 0.484
37 H 0.288
38 H 0.120
39 H 0.268
40 H 0.356
41 H 0.470
42 H 0.311
43 H 0.484
44 H 0.240
45 H 0.318
46 H 0.384
47 H 0.365
48 H 0.362
49 H 0.399
50 H 0.534
51 H 0.797
52 H 0.437
53 H 0.422
54 H 0.297
55 H 0.396
56 H 0.404
57 H 0.748
58 H 0.205
59 H -0.043
60 H 0.708
61 H 0.246
62 H 0.458
63 H 0.309
64 H -0.161
65 H 0.236
66 H 0.501
67 H 0.406
68 H 0.315
69 H 0.348
70 H 0.467
71 C -1.112
72 C -0.475
73 N -0.038
74 C -0.010
75 S -0.327
76 N -2.011
77 N 1.708
78 C 1.380
79 C -2.044
80 C 0.225
81 C -0.954
82 C -0.802
83 C -1.127
84 C -0.156
85 N 0.359
86 H 0.349
87 H 0.334
88 H 0.271
89 H 0.472
90 H 0.234
91 H 0.326
92 H 0.424
93 H 0.304
94 H 0.447
95 H 0.568
96 H 0.453
97 H 0.565
98 H 0.353
99 N -0.608